Entry 1:
An isolated molecule of C3H8ClIO2Si. Source: the Open Molecules 2025 dataset; level of theory: ωB97M-V with the def2-TZVPD basis set.

Summary:
- Charge: 0
- F_max: 0.087 Eh/bohr
- DFT total energy: -35834.61231 eV
- Spin multiplicity: 3
- E_HOMO (alpha / beta): -5.3 / -9.9 eV
- Energy relative to the best compared isomer or geometry (same formula, charge and spin): 39.38 kJ/mol
- HOMO-LUMO gap (alpha / beta): 5.9 / 6.5 eV

CARTESIAN COORDINATES (ANGSTROEM)
C  -1.10  1.67  1.62
C  1.49  0.07  -2.13
C  -0.84  -1.76  0.33
O  0.12  0.93  1.54
O  0.78  0.58  -1.04
Si  0.60  -0.13  0.42
Cl  2.43  -0.79  1.13
I  -2.85  -1.21  -0.28
H  -0.99  2.72  1.67
H  -1.73  1.24  2.28
H  -1.51  1.57  0.65
H  1.98  -0.87  -1.83
H  2.21  0.80  -2.24
H  1.03  0.00  -3.06
H  -1.02  -2.18  1.30
H  -0.58  -2.65  -0.36

Entry 2:
The ion C6H9F3NS with charge +1. Source: the Open Molecules 2025 dataset; level of theory: ωB97M-V with the def2-TZVPD basis set.

Summary:
- Charge: +1
- F_max: 0.045 Eh/bohr
- DFT total energy: -26839.62625 eV
- Spin multiplicity: 1
- E_HOMO: -14.4 eV
- Energy relative to the best compared isomer or geometry (same formula, charge and spin): 0.00 kJ/mol
- HOMO-LUMO gap: 10.0 eV

CARTESIAN COORDINATES (ANGSTROEM)
F  3.51  0.61  0.24
C  2.24  0.57  -0.03
F  2.00  1.47  -0.98
F  1.59  0.96  1.04
C  1.83  -0.81  -0.51
C  0.74  -1.46  0.35
C  -0.53  -0.73  0.28
N  -0.87  0.04  -0.70
C  -2.17  0.69  -0.54
C  -2.33  0.83  0.94
S  -1.71  -0.81  1.53
H  1.48  -0.74  -1.53
H  2.70  -1.43  -0.54
H  0.62  -2.48  0.02
H  1.09  -1.53  1.37
H  -0.30  0.21  -1.51
H  -2.03  1.70  -0.90
H  -2.98  0.29  -1.13
H  -1.58  1.51  1.29
H  -3.30  1.10  1.32

Entry 3:
A structure of composition C31H36F6HoN4O3PSSi. Source: the Open Molecules 2025 dataset; level of theory: ωB97M-V with the def2-TZVPD basis set.

Summary:
- Charge: -1
- F_max: 0.029 Eh/bohr
- DFT total energy: -114950.36072 eV
- Spin multiplicity: 6
- E_HOMO (alpha / beta): -2.9 / -5.2 eV
- Energy relative to the best compared isomer or geometry (same formula, charge and spin): 91.23 kJ/mol
- HOMO-LUMO gap (alpha / beta): 5.3 / 7.6 eV

CARTESIAN COORDINATES (ANGSTROEM)
Ho  -0.43  0.02  -0.57
C  1.88  2.03  -0.91
C  0.97  3.06  -0.63
C  0.33  2.77  0.57
C  0.82  1.54  1.06
C  1.80  1.08  0.12
H  2.54  1.97  -1.76
H  0.78  3.92  -1.26
H  -0.41  3.38  1.06
H  0.70  1.17  2.07
H  2.54  0.33  0.32
C  3.87  -1.73  0.53
C  2.96  -2.40  -0.47
C  3.47  -3.36  -1.33
C  2.59  -3.98  -2.22
C  1.26  -3.66  -2.21
C  0.78  -2.69  -1.28
N  1.67  -2.04  -0.48
N  -0.51  -2.35  -1.10
Si  -1.80  -3.37  -1.62
C  -1.62  -5.10  -0.90
C  -3.38  -2.64  -0.95
C  -2.03  -3.61  -3.47
H  4.56  -2.47  0.95
H  3.30  -1.29  1.35
H  4.46  -0.95  0.06
H  4.52  -3.62  -1.30
H  2.96  -4.72  -2.92
H  0.56  -4.11  -2.90
H  -1.83  -5.11  0.18
H  -0.61  -5.50  -1.04
H  -2.32  -5.78  -1.39
H  -3.22  -2.20  0.04
H  -4.16  -3.40  -0.86
H  -3.75  -1.85  -1.62
H  -1.54  -4.53  -3.82
H  -1.64  -2.78  -4.05
H  -3.10  -3.71  -3.69
N  0.74  -2.34  2.18
C  -0.57  -2.15  2.49
C  -1.17  -2.96  3.48
C  -2.47  -2.72  3.85
C  -3.15  -1.66  3.25
C  -2.49  -0.93  2.29
N  -1.23  -1.16  1.88
H  1.14  -3.22  2.47
H  1.04  -2.05  1.25
H  -0.60  -3.75  3.93
H  -2.95  -3.34  4.60
H  -4.17  -1.41  3.51
H  -2.99  -0.10  1.83
C  -1.48  8.77  5.05
C  -2.25  8.36  6.27
O  -3.28  8.85  6.61
S  -1.47  7.00  7.25
C  -1.79  5.73  6.04
C  -0.74  5.16  5.32
C  -0.98  4.27  4.29
C  -2.31  3.94  3.92
C  -3.36  4.48  4.71
C  -3.10  5.35  5.75
C  -2.58  3.16  2.80
C  -2.83  2.49  1.80
H  -2.11  9.37  4.39
H  -1.10  7.89  4.52
H  -0.62  9.36  5.37
H  0.29  5.42  5.57
H  -0.16  3.83  3.74
H  -4.38  4.19  4.49
H  -3.91  5.75  6.34
C  -4.83  0.90  -0.73
O  -4.47  1.64  0.43
C  -3.13  1.75  0.68
O  -2.31  1.17  -0.11
H  -5.86  1.16  -0.94
H  -4.75  -0.17  -0.55
H  -4.20  1.16  -1.58
F  0.47  -0.14  -2.66
P  -0.79  0.59  -3.51
F  -1.81  -0.23  -2.47
F  0.27  1.38  -4.38
F  -2.03  1.28  -4.20
F  -0.75  1.73  -2.34
F  -0.81  -0.64  -4.50